# 1
ORCA calculation (wB97M-V/def2-TZVPD) on a molecular structure, C37H29ClN7O2Zr.

Element x y z (Å)
1 Zr 0.105 -0.339 0.158
2 O 1.047 -4.538 -0.577
3 C 2.220 -4.547 0.100
4 C 2.782 -5.760 0.493
5 C 3.976 -5.795 1.186
6 C 4.640 -4.616 1.509
7 C 4.084 -3.415 1.133
8 C 2.874 -3.347 0.424
9 C 2.343 -2.018 0.107
10 O 1.277 -1.848 -0.629
11 N 3.001 -0.970 0.605
12 N 2.266 0.159 0.369
13 C 2.710 1.346 0.436
14 C 1.732 2.401 0.093
15 C 2.056 3.739 0.086
16 C 1.090 4.657 -0.305
17 C -0.162 4.206 -0.680
18 C -0.413 2.847 -0.633
19 N 0.509 1.962 -0.260
20 H 0.764 -5.448 -0.706
21 H 2.269 -6.685 0.248
22 H 4.393 -6.752 1.478
23 H 5.577 -4.642 2.051
24 H 4.573 -2.481 1.377
25 H 3.739 1.583 0.679
26 H 3.049 4.056 0.381
27 H 1.318 5.716 -0.318
28 H -0.940 4.891 -0.990
29 H -1.380 2.446 -0.902
30 C 0.619 3.802 3.933
31 C 1.236 2.567 3.811
32 C 0.618 1.548 3.100
33 C -0.625 1.736 2.498
34 C -1.247 2.977 2.641
35 C -0.628 3.998 3.348
36 N -1.135 0.702 1.666
37 C -2.436 0.404 1.615
38 C -3.409 0.722 2.604
39 C -4.694 0.319 2.446
40 C -5.139 -0.414 1.296
41 C -4.259 -0.758 0.331
42 C -2.896 -0.365 0.471
43 N -1.939 -0.601 -0.438
44 N -2.143 -1.226 -1.542
45 C -1.084 -1.037 -2.444
46 C -1.086 -1.722 -3.650
47 C -0.091 -1.448 -4.564
48 C 0.884 -0.496 -4.266
49 C 0.829 0.119 -3.041
50 N -0.134 -0.135 -2.146
51 H 1.098 4.601 4.487
52 H 2.194 2.387 4.289
53 H 1.082 0.571 3.042
54 H -2.216 3.143 2.183
55 H -1.126 4.957 3.444
56 H -3.097 1.237 3.503
57 H -5.409 0.541 3.230
58 H -6.180 -0.704 1.215
59 H -4.550 -1.324 -0.545
60 H -1.866 -2.449 -3.835
61 H -0.067 -1.968 -5.513
62 H 1.667 -0.246 -4.968
63 H 1.571 0.849 -2.748
64 Cl -4.518 -1.758 5.948
65 C -3.260 -1.883 4.753
66 C -3.524 -2.473 3.533
67 C -2.516 -2.550 2.580
68 C -1.236 -2.046 2.813
69 C -0.222 -2.051 1.733
70 C -0.999 -1.478 4.069
71 C -1.993 -1.393 5.032
72 H -4.513 -2.867 3.326
73 H -2.730 -3.020 1.625
74 H -0.400 -2.886 1.054
75 H 0.797 -2.110 2.131
76 H -0.014 -1.085 4.297
77 H -1.790 -0.948 6.000

- Strongest force on any atom: 1.353 eV Å⁻¹
- Relative energy (zero: lowest compared OMol25 entry of this formula, charge and spin): 19.7 kcal per mole
- HOMO energy (alpha / beta): -9.8 / -9.8 eV
- Kohn-Sham gap (alpha / beta): 5.406 / 5.364 eV
- Net charge: +1

***

# 2
ORCA calculation (wB97M-V/def2-TZVPD) on 3 unconnected molecules or ions with the total composition C38H71BrF2N4O14S.

Element x y z (Å)
1 C -1.869 8.066 -1.045
2 O -2.571 7.357 -2.115
3 C -2.475 5.925 -1.874
4 C -3.887 5.330 -1.354
5 C -4.336 4.077 -2.281
6 C -3.287 2.834 -2.201
7 C -3.586 1.818 -3.432
8 C -3.195 0.304 -2.997
9 C -1.879 -0.161 -3.813
10 C -0.541 0.698 -3.423
11 C 0.450 -0.188 -2.520
12 C 1.364 0.616 -1.463
13 C 1.838 1.964 -2.252
14 C 2.563 1.729 -3.643
15 O 3.499 0.965 -3.930
16 Br 1.925 2.896 -5.166
17 O 2.608 -0.137 -1.384
18 S 3.460 -0.007 0.017
19 O 4.522 -1.105 -0.046
20 O 4.245 1.258 0.230
21 C 2.318 -0.489 1.382
22 C 2.686 0.136 2.829
23 O 2.689 1.355 3.124
24 N 3.114 -0.798 3.923
25 C 3.184 -0.102 5.212
26 O 2.296 -0.191 6.094
27 F 4.387 0.674 5.461
28 C 0.713 -0.305 1.024
29 N 0.123 -0.141 2.351
30 C -1.148 0.032 2.549
31 C -1.503 0.900 3.893
32 C -2.461 -0.493 1.814
33 C 0.264 -1.750 0.476
34 C 0.076 -2.875 1.649
35 F 1.156 -2.395 -0.452
36 C 0.629 0.913 -0.031
37 O -0.788 1.145 -0.369
38 C 1.027 2.363 0.582
39 C 0.123 2.892 1.792
40 O 0.262 4.368 1.830
41 C 0.424 4.785 3.182
42 O -0.371 5.646 3.635
43 H -0.770 7.739 -0.995
44 H -1.890 9.179 -1.313
45 H -2.431 7.897 -0.059
46 H -2.127 5.432 -2.863
47 H -1.696 5.713 -1.056
48 H -3.817 5.051 -0.245
49 H -4.706 6.148 -1.428
50 H -4.499 4.442 -3.355
51 H -5.357 3.726 -1.892
52 H -3.448 2.286 -1.207
53 H -2.208 3.227 -2.226
54 H -3.056 2.178 -4.379
55 H -4.727 1.831 -3.622
56 H -4.060 -0.385 -3.348
57 H -3.000 0.200 -1.875
58 H -2.091 0.077 -4.929
59 H -1.687 -1.301 -3.788
60 H -0.005 0.859 -4.438
61 H -0.876 1.678 -2.941
62 H -0.171 -1.040 -2.086
63 H 1.198 -0.690 -3.253
64 H 2.616 2.527 -1.595
65 H 0.974 2.725 -2.379
66 H 2.484 -1.629 1.532
67 H 2.364 -1.505 3.971
68 H -2.227 0.257 4.502
69 H -1.951 1.928 3.602
70 H -0.561 1.049 4.546
71 H -2.394 -1.534 1.351
72 H -3.350 -0.537 2.557
73 H -2.794 0.283 1.017
74 H -0.773 -1.731 -0.048
75 H 0.032 -3.911 1.144
76 H -0.843 -2.694 2.297
77 H 0.983 -2.910 2.362
78 H -1.259 0.294 -0.490
79 H 2.115 2.454 0.903
80 H 0.861 3.222 -0.185
81 H 0.429 2.525 2.830
82 H -1.012 2.707 1.645
83 H 1.213 4.360 3.897
84 C -8.173 -5.655 -4.342
85 O -7.821 -5.569 -5.714
86 C -8.742 -4.792 -6.482
87 C -8.081 -3.495 -6.956
88 N -7.856 -2.578 -5.838
89 C -7.008 -1.432 -6.180
90 C -5.551 -1.725 -6.573
91 O -4.759 -2.239 -5.508
92 C -4.831 -3.648 -5.350
93 H -7.502 -6.371 -3.864
94 H -8.051 -4.687 -3.846
95 H -9.201 -6.009 -4.222
96 H -9.671 -4.594 -5.939
97 H -8.996 -5.390 -7.363
98 H -8.729 -3.010 -7.694
99 H -7.140 -3.761 -7.445
100 H -7.411 -3.084 -5.079
101 H -6.993 -0.783 -5.298
102 H -7.490 -0.861 -6.982
103 H -5.094 -0.767 -6.845
104 H -5.472 -2.356 -7.464
105 H -4.991 -4.168 -6.298
106 H -5.615 -3.908 -4.635
107 H -3.884 -3.990 -4.926
108 C 11.328 -2.498 5.906
109 O 10.636 -1.294 6.198
110 C 9.929 -0.767 5.072
111 C 8.418 -0.864 5.296
112 N 7.965 -2.255 5.244
113 C 6.583 -2.438 5.693
114 C 6.271 -2.118 7.166
115 O 6.896 -3.004 8.088
116 C 8.218 -2.640 8.455
117 H 11.943 -2.752 6.772
118 H 10.627 -3.319 5.732
119 H 11.982 -2.375 5.038
120 H 10.227 -1.245 4.134
121 H 10.199 0.292 5.002
122 H 7.902 -0.288 4.521
123 H 8.196 -0.413 6.267
124 H 8.567 -2.821 5.832
125 H 6.338 -3.492 5.521
126 H 5.919 -1.851 5.049
127 H 5.194 -2.258 7.305
128 H 6.471 -1.072 7.421
129 H 8.370 -1.557 8.452
130 H 8.940 -3.127 7.796
131 H 8.404 -3.010 9.466

- Strongest force on any atom: 8.200 eV Å⁻¹
- HOMO energy: -8.5 eV
- Kohn-Sham gap: 7.843 eV

***

# 3
ORCA calculation (wB97M-V/def2-TZVPD) on a molecular structure, C22H22F4N6OPbS2.

Element x y z (Å)
1 Pb -0.276 1.432 0.131
2 C -1.825 -2.173 -0.105
3 C -2.734 -1.164 0.603
4 N -2.664 0.231 0.119
5 C -3.577 1.035 0.963
6 C -3.568 2.531 0.668
7 C -3.104 0.306 -1.291
8 C -2.126 1.094 -2.173
9 N -0.793 0.559 -1.988
10 C -0.125 -0.056 -2.988
11 C 0.941 -0.923 -2.654
12 F 1.174 -1.136 -1.326
13 C 1.702 -1.597 -3.586
14 F 2.680 -2.400 -3.163
15 C 1.440 -1.470 -4.942
16 C 0.409 -0.624 -5.318
17 F 0.127 -0.474 -6.604
18 C -0.341 0.078 -4.384
19 F -1.273 0.922 -4.851
20 H -2.318 -3.153 -0.078
21 H -1.704 -1.899 -1.155
22 H 0.162 -2.800 -0.130
23 H -3.768 -1.516 0.479
24 H -2.522 -1.168 1.674
25 H -4.599 0.661 0.829
26 H -3.295 0.872 2.002
27 H -3.782 2.749 -0.376
28 H -4.346 3.008 1.260
29 H -2.618 2.995 0.936
30 H -3.200 -0.696 -1.707
31 H -4.091 0.768 -1.351
32 H -2.488 1.025 -3.195
33 H -2.134 2.152 -1.894
34 H 2.011 -2.008 -5.678
35 N 2.784 0.094 3.153
36 C 3.666 -0.076 2.117
37 C 5.024 -0.359 2.100
38 C 5.637 -0.374 0.864
39 C 4.922 -0.093 -0.307
40 C 3.575 0.199 -0.293
41 C 2.927 0.191 0.941
42 N 1.629 0.492 1.300
43 C 1.593 0.451 2.637
44 C 0.457 0.870 3.423
45 C 0.390 0.970 4.794
46 S -1.076 1.702 5.275
47 C -1.517 1.827 3.624
48 N -0.652 1.349 2.780
49 H 3.015 -0.012 4.127
50 H 5.573 -0.538 3.009
51 H 6.691 -0.593 0.801
52 H 5.456 -0.098 -1.245
53 H 3.053 0.447 -1.201
54 H 1.117 0.663 5.520
55 H -2.441 2.297 3.346
56 O 1.313 -2.385 2.111
57 S 0.000 -1.861 1.926
58 N -0.510 -2.328 0.468

- Strongest force on any atom: 2.389 eV Å⁻¹
- HOMO energy: -12.6 eV
- Kohn-Sham gap: 3.655 eV
- Net charge: +2

***

# 4
ORCA calculation (wB97M-V/def2-TZVPD) on 2 unconnected molecules or ions with the total composition C13H22Si.

Element x y z (Å)
1 C 1.971 3.116 -1.849
2 C 0.972 2.334 -2.498
3 C 1.720 3.454 -0.571
4 C -0.022 1.766 -1.842
5 C 0.743 2.795 0.178
6 C -0.149 1.873 -0.434
7 C -1.308 1.655 1.797
8 C 1.504 -0.457 1.393
9 C -2.159 -1.959 1.232
10 C -1.025 -2.314 -1.740
11 C 0.557 -3.775 0.295
12 C -1.123 1.201 0.358
13 C 0.475 -0.714 0.393
14 Si -0.552 -2.262 0.129
15 H 2.630 3.725 -2.475
16 H 1.079 2.135 -3.548
17 H 2.252 4.041 0.105
18 H -0.864 1.299 -2.518
19 H 0.668 3.105 1.174
20 H -2.246 1.235 2.224
21 H -1.250 2.740 2.082
22 H -0.451 1.166 2.485
23 H 1.402 -1.186 2.302
24 H 1.619 0.591 1.600
25 H 2.515 -0.906 1.054
26 H -1.921 -2.177 2.269
27 H -2.370 -0.966 1.303
28 H -2.945 -2.654 0.921
29 H -1.625 -1.479 -2.217
30 H -0.100 -2.379 -2.170
31 H -1.576 -3.186 -1.731
32 H 1.151 -3.616 1.103
33 H 0.078 -4.661 0.507
34 H 1.306 -3.739 -0.599
35 H -1.913 0.741 -0.142
36 H 0.958 -0.543 -0.572

- Strongest force on any atom: 4.456 eV Å⁻¹
- HOMO energy (alpha / beta): -6.1 / -9.3 eV
- 2S+1: 3
- Kohn-Sham gap (alpha / beta): 6.962 / 8.140 eV